C58H65BBrF9N7P2SSiSr as an isolated structure. Source: OMol25; level of theory: ωB97M-V with the def2-TZVPD basis set.

Structure (XYZ):
```
146
Properties=species:S:1:pos:R:3:mulliken_charge:R:1
Sr -0.570 -0.269 -0.931 1.865
Br 3.243 0.132 -2.170 0.460
S 2.437 0.157 2.875 0.087
P 2.547 2.963 -0.459 1.196
P -1.196 -2.108 -3.784 1.537
Si -3.742 -1.531 0.704 -1.300
F 3.668 5.447 -2.000 -0.393
F 1.222 -2.478 -2.014 0.143
F 4.562 0.892 -4.780 -0.357
F 3.402 -3.980 -2.396 -0.263
F 2.337 -4.550 -0.600 -0.250
F 4.200 -3.468 -0.445 -0.227
F 5.316 3.262 -5.764 -0.322
F 1.829 -1.972 0.028 0.440
F 4.865 5.535 -4.366 -0.329
N -1.198 -2.695 1.177 1.149
N 3.581 -0.139 5.257 -0.262
N -1.434 2.551 -2.530 0.208
N -0.347 1.752 -2.494 0.699
N 4.686 -1.121 3.525 -0.093
N -0.913 1.746 0.446 1.934
N -1.714 2.760 0.052 -0.154
C 0.150 1.733 -3.737 -0.565
C -4.525 1.108 1.436 -0.036
C 3.063 -3.552 -1.169 0.444
C 0.515 -3.064 2.970 -0.136
C -2.472 -1.007 -4.516 -1.199
C 0.251 6.181 0.630 -0.899
C -1.952 3.576 1.086 -0.446
C -5.630 -3.519 -0.103 -0.608
C -2.449 -4.061 -5.440 -0.459
C -0.180 -4.409 3.154 -0.937
C 1.431 4.412 -0.518 0.622
C 6.187 -1.487 1.605 -1.296
C -5.465 -2.355 0.658 0.729
C 5.394 5.063 1.748 -0.769
C -7.985 -3.589 0.375 -0.444
C -1.290 3.096 2.200 -1.669
C 4.825 -1.759 2.218 0.366
C -0.440 6.490 -0.531 -0.662
C -4.821 2.159 2.292 -0.643
C -3.974 -0.089 1.909 0.976
C -0.619 2.524 -4.591 -1.531
C 3.667 1.911 -2.828 -0.472
C -7.850 -2.436 1.134 -0.696
C 4.468 4.360 -3.870 0.353
C 5.775 2.706 1.987 -0.202
C -6.866 -4.133 -0.244 -0.721
C 1.169 5.139 0.641 -0.561
C -1.635 -4.802 -3.310 -0.304
C 2.648 0.787 5.881 -0.683
C -1.819 -3.772 -4.230 -0.112
C 6.128 4.013 2.286 -0.806
C -3.709 -0.173 3.277 -0.314
C 3.608 -0.400 3.925 0.113
C -1.622 3.015 -3.771 -0.598
C -4.559 2.045 3.651 -0.599
C 3.835 4.284 -2.644 0.144
C -2.068 -6.092 -3.589 -0.487
C 4.302 1.989 -4.054 0.307
C 3.081 2.240 5.753 -0.775
C -2.636 -2.871 1.470 -1.050
C -3.034 -1.063 -0.879 0.377
C 0.712 4.714 -1.674 -0.940
C 2.389 -2.196 -1.261 -1.222
C 3.942 3.498 0.618 0.277
C -0.588 -3.937 0.708 0.105
C 0.155 -1.930 -5.019 -1.245
C -6.604 -1.834 1.274 -0.227
C 4.700 3.201 -4.582 0.448
C 4.312 4.809 0.918 -0.108
C 4.687 2.452 1.163 -0.461
C -3.993 0.879 4.141 -0.764
C -0.648 1.948 1.738 -0.851
C -0.442 -2.086 2.285 0.723
C -2.698 -6.365 -4.794 -0.475
C -0.214 5.744 -1.680 -0.711
C -0.521 -5.029 1.786 -0.797
C 3.401 3.080 -2.102 0.090
C -2.888 -5.346 -5.720 -0.709
B -2.421 2.847 -1.332 -0.346
H 2.362 2.897 6.247 0.391
H 1.679 0.640 5.408 0.233
H -3.636 -0.278 -1.362 0.339
H -4.721 1.222 0.374 0.363
H 1.677 4.889 1.564 0.598
H 0.065 6.738 1.540 0.368
H -3.334 2.053 -1.386 -0.199
H 6.331 1.878 2.411 0.341
H -6.520 -0.937 1.880 0.297
H -0.768 5.956 -2.587 0.373
H 5.667 6.087 1.974 0.405
H 4.060 2.401 6.209 0.296
H -1.142 -4.585 -2.369 0.063
H -3.443 -1.250 -4.082 0.397
H -5.245 3.074 1.895 0.435
H -1.159 -4.286 -0.155 -0.158
H 3.137 2.520 4.700 0.067
H 4.030 -1.377 1.584 -0.599
H 0.236 -5.761 1.493 0.469
H -0.004 1.268 2.277 0.221
H -3.043 -7.368 -5.012 0.364
H -8.955 -4.060 0.263 0.353
H 0.438 -5.091 3.743 0.490
H -1.282 3.509 3.194 0.358
H 1.051 1.172 -3.939 0.298
H 0.611 -0.944 -4.919 0.254
H -0.205 -2.056 -6.043 0.444
H 6.248 -1.955 0.623 0.343
H -0.470 2.711 -5.641 0.482
H -1.100 -4.250 3.726 0.267
H 6.998 -1.887 2.220 0.401
H 6.347 -0.415 1.481 0.117
H -2.606 -3.275 -6.169 0.273
H 4.655 -2.832 2.326 0.482
H -2.970 -3.818 1.031 0.505
H -3.291 -1.085 3.690 0.215
H -2.448 3.677 -3.980 0.514
H -3.381 -5.555 -6.662 0.395
H 6.970 4.216 2.936 0.382
H -1.165 7.295 -0.537 0.386
H 2.556 0.494 6.929 0.464
H 0.864 4.134 -2.578 0.406
H 1.421 -3.185 2.370 -0.173
H -1.471 -5.565 1.847 0.296
H 0.123 -1.208 1.954 -1.300
H -3.775 0.783 5.199 0.383
H -6.959 -5.033 -0.843 0.397
H -1.158 -1.719 3.026 0.094
H 4.387 -0.403 5.799 0.234
H 5.279 -1.485 4.254 0.279
H 0.829 -2.640 3.927 0.507
H 0.925 -2.672 -4.808 0.346
H -2.239 0.026 -4.248 0.078
H 0.411 -3.714 0.346 -0.227
H -3.058 -1.948 -1.535 -0.481
H -2.810 -2.991 2.551 0.356
H -4.783 2.867 4.321 0.346
H -1.916 -6.880 -2.862 0.428
H -2.579 4.442 0.952 0.494
H -4.773 -3.949 -0.617 0.375
H 4.393 1.428 0.959 0.335
H -8.716 -2.003 1.621 0.379
H -2.807 3.986 -1.464 -0.226
H 3.752 5.636 0.503 0.402
H -2.529 -1.074 -5.605 0.478
```

HOMO   -4.60 eV
Total charge   -1
Energy relative to the best compared isomer or geometry (same formula, charge and spin)   17.53 kcal/mol
Max |F|   1.5 eV/Å
E   -7531.37452 a.u.
LUMO   1.83 eV
Orbital gap   6.4 eV